101
Properties=species:S:1:pos:R:3 method="wB97M-V/def2-TZVPD" spin_multiplicity=1 energy_ev=-117880.2417 charge=+2 gap_ev=5.203 relative_energy_kcal_mol=11.5
Pd 0.8651 -0.5553 -1.0837
C -0.4548 -4.0239 -0.7527
C 1.0141 -3.9873 -1.1840
C 1.4281 -5.2730 -1.9221
P 1.3363 -2.4510 -2.1216
C 3.0301 -2.4824 -2.8372
C 3.4620 -1.0648 -3.2132
C 4.0796 -3.2005 -1.9633
C 0.2411 -2.3721 -3.5288
C 0.0387 -3.4135 -4.4432
C -0.6854 -3.2130 -5.6001
C -0.9195 -4.3201 -6.5921
C -1.1660 -1.9190 -5.8434
C -0.9853 -0.8809 -4.9554
C -0.3166 -1.1009 -3.7361
N -0.1344 -0.1279 -2.7744
C -0.7975 1.1195 -2.8880
C -2.2012 1.1890 -2.9101
C -3.0915 -0.0192 -2.7541
C -2.8066 2.4324 -3.0658
C -2.0717 3.6032 -3.2030
C -2.7590 4.9301 -3.3740
C -0.6847 3.5071 -3.1781
C -0.0315 2.2891 -3.0313
C 1.4638 2.2368 -3.1882
H -0.6088 -4.8195 -0.0226
H -1.1023 -4.2178 -1.6080
H -0.7928 -3.0804 -0.3091
H 1.6408 -3.9002 -0.2896
H 0.5706 -5.7189 -2.4237
H 1.7998 -6.0016 -1.2020
H 2.2161 -5.1201 -2.6578
H 2.8744 -3.0315 -3.7699
H 3.5089 -0.4191 -2.3328
H 2.7832 -0.6084 -3.9348
H 4.4566 -1.0996 -3.6593
H 4.9020 -2.5220 -1.7342
H 4.5050 -4.0541 -2.4882
H 3.6890 -3.5672 -1.0135
H 0.4780 -4.3886 -4.2700
H -0.4401 -5.2470 -6.2815
H -0.5342 -4.0476 -7.5756
H -1.9869 -4.5129 -6.7119
H -1.6906 -1.7252 -6.7722
H -1.3518 0.1080 -5.1962
H -3.6028 -0.2472 -3.6907
H -3.8767 0.1821 -2.0176
H -2.5489 -0.9130 -2.4520
H -3.8913 2.4844 -3.0762
H -3.1372 5.2952 -2.4165
H -3.6112 4.8465 -4.0477
H -2.0782 5.6815 -3.7698
H -0.0900 4.4054 -3.3070
H 1.9071 3.2089 -2.9724
H 1.7210 1.9777 -4.2180
H 1.9376 1.4913 -2.5501
O 0.9741 -1.6567 1.5153
N 1.9199 -1.1923 0.5886
C 2.8380 -0.5484 1.1909
C 2.9014 -0.4023 2.6494
C 4.1596 -0.7128 3.1582
C 4.3956 -0.7669 4.5224
C 3.3672 -0.4677 5.3898
C 2.1268 -0.0802 4.8986
C 1.8426 -0.0375 3.5367
P 0.1608 0.7714 3.1610
C -1.1351 -0.4343 3.5080
C -0.9481 -1.5449 4.3284
C -1.9981 -2.4187 4.5596
C -3.2397 -2.1951 3.9776
C -3.4316 -1.0954 3.1524
C -2.3791 -0.2266 2.9113
C 0.1399 1.8849 4.5969
C 1.0861 2.9133 4.6446
C 1.1870 3.7191 5.7627
C 0.3346 3.5148 6.8428
C -0.6230 2.5143 6.7925
C -0.7220 1.6976 5.6742
H 0.3306 -2.1558 0.9909
H 3.6698 -0.2326 0.5696
H 4.9604 -0.9528 2.4696
H 5.3737 -1.0354 4.8968
H 3.5279 -0.5006 6.4587
H 1.3747 0.2377 5.6058
H 0.0142 -1.7385 4.7839
H -1.8477 -3.2753 5.2026
H -4.0561 -2.8789 4.1669
H -4.3994 -0.9156 2.7029
H -2.5284 0.6293 2.2624
H 1.7548 3.0778 3.8098
H 1.9278 4.5065 5.7963
H 0.4196 4.1375 7.7231
H -1.2886 2.3572 7.6302
H -1.4754 0.9207 5.6447
O -1.6858 -0.4036 -0.0093
H -2.2434 0.1229 -0.5961
H -2.2714 -1.0678 0.3736
Cl 1.0624 1.7651 0.0251
Si -0.3930 2.2767 1.3632
Cl 0.0694 4.0862 2.0868
Cl -2.1997 2.4719 0.5211